{
  "formula": "C2H6Cl2NOP",
  "method": "the ωB97M-V functional and the def2-TZVPD basis",
  "multiplicity": 3,
  "de_lowest_kcal_mol": 32.5,
  "total_charge": 0,
  "homo_ev": [-5.29, -9.97],
  "total_energy_ha": -1471.3434,
  "orbital_gap_ev": [6.210, 7.687],
  "symbols": ["C", "C", "N", "O", "P", "Cl", "Cl", "H", "H", "H", "H", "H", "H"],
  "positions_angstrom": [[-0.323, -1.378, -1.104], [-0.111, 1.385, 0.867], [-0.967, -0.513, -0.149], [-0.243, 0.786, -0.435], [-2.903, -0.123, -0.704], [-3.236, 1.759, -0.200], [-3.716, -1.156, 0.795], [-0.842, -2.407, -1.346], [-0.065, -0.815, -2.032], [0.665, -1.716, -0.661], [-0.707, 2.324, 0.918], [0.958, 1.418, 1.013], [-0.470, 0.565, 1.546]],
  "forces_ev_per_angstrom": [[1.2, -2.4, -0.5], [-0.7, -1.2, 0.1], [4.5, 1.2, -0.9], [-1.8, -2.5, 1.0], [-2.7, 0.3, -2.3], [-0.4, 1.2, 0.4], [-0.2, -0.6, 0.9], [0.3, 2.3, 0.6], [-0.4, -0.5, 0.6], [-0.9, 0.5, -0.4], [0.8, -0.6, 0.2], [0.3, 0.8, 0.3], [0.1, 1.4, 0.0]],
  "mulliken_charge": [-0.7732, -0.6147, -0.0072, -0.2367, 0.2781, -0.1974, -0.2008, 0.2898, 0.3359, 0.2940, 0.2134, 0.2817, 0.3372]
}